# 1
The following is a quantum chemistry calculation of a 9-piece molecular cluster, C21H62N2O15 overall, from the Open Molecules 2025 dataset.

Each atom is followed by the atoms it is bonded to, with distances in Å.
Geometry (Å):
1 C -7.772 0.371 0.474  O2 1.452, H7 1.090, H8 1.090, H9 1.090
2 O -7.981 1.276 1.591  C1 1.452, C3 1.418
3 C -7.859 2.617 1.145  O2 1.418, C4 1.512, H10 1.090, H11 1.090
4 C -6.440 3.088 0.920  C3 1.512, C5 1.582, N6 1.413, H12 1.090
5 C -5.655 3.291 2.278  C4 1.582, H13 1.090, H14 1.090, H15 1.090
6 N -6.447 4.396 0.386  C4 1.413, H16 1.010, H17 1.010
7 H -6.851 0.571 -0.074  C1 1.090
8 H -8.656 0.382 -0.163  C1 1.090
9 H -7.854 -0.653 0.839  C1 1.090
10 H -8.452 2.857 0.263  C3 1.090
11 H -8.384 3.331 1.779  C3 1.090
12 H -5.802 2.527 0.236  C4 1.090
13 H -4.591 3.228 2.049  C5 1.090
14 H -5.862 2.372 2.826  C5 1.090
15 H -5.896 4.161 2.889  C5 1.090
16 H -7.240 4.951 0.673  N6 1.010
17 H -6.710 4.211 -0.572  N6 1.010
18 C 2.394 -5.232 1.419  O19 1.489, H24 1.090, H25 1.090, H26 1.090
19 O 3.034 -5.945 2.559  C18 1.489, C20 1.394
20 C 3.976 -6.880 2.133  O19 1.394, C21 1.590, H27 1.090, H28 1.090
21 C 4.474 -7.907 3.239  C20 1.590, C22 1.515, N23 1.466, H29 1.090
22 C 5.793 -8.517 2.811  C21 1.515, H30 1.090, H31 1.090, H32 1.090
23 N 3.470 -8.975 3.288  C21 1.466, H33 1.010, H34 1.010
24 H 2.383 -5.765 0.469  C18 1.090
25 H 2.847 -4.295 1.092  C18 1.090
26 H 1.339 -5.007 1.574  C18 1.090
27 H 3.476 -7.419 1.328  C20 1.090
28 H 4.790 -6.390 1.597  C20 1.090
29 H 4.602 -7.395 4.193  C21 1.090
30 H 6.061 -9.363 3.443  C22 1.090
31 H 6.569 -7.764 2.948  C22 1.090
32 H 5.760 -8.923 1.800  C22 1.090
33 H 2.605 -8.480 3.127  N23 1.010
34 H 3.517 -9.634 2.524  N23 1.010
35 O 4.183 0.923 2.177  C36 1.457, H39 0.960
36 C 5.509 0.353 1.985  O35 1.457, C37 1.493, H40 1.090, H41 1.090
37 C 6.586 1.083 2.719  C36 1.493, O38 1.413, H42 1.090, H43 1.090
38 O 6.582 2.407 2.223  C37 1.413, H44 0.960
39 H 3.582 0.971 1.430  O35 0.960
40 H 5.580 -0.708 2.226  C36 1.090
41 H 5.726 0.363 0.917  C36 1.090
42 H 7.527 0.653 2.376  C37 1.090
43 H 6.588 1.256 3.795  C37 1.090
44 H 5.783 2.432 1.692  O38 0.960
45 O -4.768 0.216 -6.606  C46 1.399, H49 0.960
46 C -3.688 0.281 -7.492  O45 1.399, C47 1.587, H50 1.090, H51 1.090
47 C -3.320 1.768 -7.906  C46 1.587, O48 1.369, H52 1.090, H53 1.090
48 O -4.520 2.425 -7.853  C47 1.369, H54 0.960
49 H -4.473 -0.320 -5.866  O45 0.960
50 H -2.856 -0.208 -6.985  C46 1.090
51 H -3.892 -0.298 -8.393  C46 1.090
52 H -2.972 1.812 -8.938  C47 1.090
53 H -2.584 2.299 -7.302  C47 1.090
54 H -5.127 1.866 -7.363  O48 0.960
55 O 2.104 -1.273 8.225  C56 1.405, H59 0.960
56 C 3.211 -1.002 7.403  O55 1.405, C57 1.626, H60 1.090, H61 1.090
57 C 2.956 -1.669 5.942  C56 1.626, O58 1.419, H62 1.090, H63 1.090
58 O 2.001 -1.098 5.061  C57 1.419, H64 0.960
59 H 1.371 -0.763 7.872  O55 0.960
60 H 3.322 0.081 7.359  C56 1.090
61 H 4.092 -1.478 7.835  C56 1.090
62 H 2.828 -2.750 5.985  C57 1.090
63 H 3.935 -1.364 5.572  C57 1.090
64 H 2.450 -0.427 4.541  O58 0.960
65 O -1.800 1.327 -2.228  C66 1.442, H69 0.960
66 C -1.105 1.373 -0.966  O65 1.442, C67 1.500, H70 1.090, H71 1.090
67 C 0.150 0.556 -1.055  C66 1.500, O68 1.442, H72 1.090, H73 1.090
68 O 1.233 1.407 -1.482  C67 1.442, H74 0.960
69 H -1.411 2.024 -2.761  O65 0.960
70 H -0.964 2.418 -0.691  C66 1.090
71 H -1.735 0.991 -0.163  C66 1.090
72 H 0.010 -0.329 -1.676  C67 1.090
73 H 0.455 0.361 -0.027  C67 1.090
74 H 1.119 1.757 -2.369  O68 0.960
75 O 1.249 6.415 1.135  C76 1.440, H79 0.960
76 C 2.289 6.934 0.285  O75 1.440, C77 1.598, H80 1.090, H81 1.090
77 C 3.025 8.202 0.921  C76 1.598, O78 1.455, H82 1.090, H83 1.090
78 O 3.761 7.852 2.126  C77 1.455, H84 0.960
79 H 0.431 6.540 0.647  O75 0.960
80 H 2.957 6.085 0.144  C76 1.090
81 H 1.755 7.087 -0.653  C76 1.090
82 H 2.318 8.995 1.164  C77 1.090
83 H 3.672 8.610 0.145  C77 1.090
84 H 3.181 7.579 2.841  O78 0.960
85 O -4.167 -3.115 -3.759  C86 1.473, H89 0.960
86 C -2.795 -3.068 -3.225  O85 1.473, C87 1.562, H90 1.090, H91 1.090
87 C -2.064 -4.389 -3.625  C86 1.562, O88 1.452, H92 1.090, H93 1.090
88 O -2.118 -4.368 -5.076  C87 1.452, H94 0.960
89 H -4.580 -3.880 -3.351  O85 0.960
90 H -2.320 -2.162 -3.602  C86 1.090
91 H -2.791 -3.073 -2.135  C86 1.090
92 H -2.595 -5.246 -3.210  C87 1.090
93 H -1.030 -4.320 -3.287  C87 1.090
94 H -3.032 -4.089 -5.166  O88 0.960
95 C 1.854 4.449 -4.632  O96 1.417, H97 1.090, H98 1.090, H99 1.090
96 O 1.029 3.297 -4.675  C95 1.417, H100 0.960
97 H 2.650 4.300 -3.902  C95 1.090
98 H 2.377 4.494 -5.587  C95 1.090
99 H 1.290 5.365 -4.458  C95 1.090
100 H 1.349 2.707 -5.361  O96 0.960

Summary:
charge = 0
structure (SMILES) = COC[C@H](C)N.COC[C@H](C)N.OCCO.OCCO.OCCO.OCCO.OCCO.OCCO.CO
LUMO level = -0.02 eV
Kohn-Sham gap = 0.33638 Ha



# 2
The following is a quantum chemistry calculation of a 11-piece molecular cluster, C21H64BF4N8O10 overall, from the Open Molecules 2025 dataset.

Each atom is followed by the atoms it is bonded to, with distances in Å.
Geometry (Å):
1 B -1.004 0.223 0.013  F2 1.411, F3 1.384, F4 1.406, F5 1.439
2 F -0.479 1.219 0.863  B1 1.411
3 F -0.105 -0.203 -0.949  B1 1.384
4 F -1.503 -0.853 0.769  B1 1.406
5 F -2.095 0.816 -0.714  B1 1.439
6 C 2.611 0.301 -4.050  C7 1.526, H12 1.096, H13 1.091, H14 1.097
7 C 2.879 1.407 -3.034  C6 1.526, C8 1.517, N11 1.482, H15 1.101
8 C 4.356 1.749 -2.971  C7 1.517, O9 1.402, H16 1.104, H17 1.091
9 O 5.225 0.668 -2.764  C8 1.402, C10 1.390
10 C 5.075 0.095 -1.506  O9 1.390, H18 1.095, H19 1.099, H20 1.089
11 N 2.153 2.614 -3.495  C7 1.482, H21 1.028, H22 1.017
12 H 2.727 0.683 -5.070  C6 1.096
13 H 1.611 -0.130 -3.978  C6 1.091
14 H 3.329 -0.527 -4.008  C6 1.097
15 H 2.465 1.079 -2.068  C7 1.101
16 H 4.454 2.551 -2.219  C8 1.104
17 H 4.660 2.224 -3.905  C8 1.091
18 H 4.144 -0.471 -1.405  C10 1.095
19 H 5.064 0.857 -0.715  C10 1.099
20 H 5.919 -0.571 -1.326  C10 1.089
21 H 2.204 3.247 -2.685  N11 1.028
22 H 1.178 2.357 -3.628  N11 1.017
23 C 4.012 -3.895 2.665  C24 1.515, H29 1.096, H30 1.089, H31 1.092
24 C 3.570 -3.127 1.437  C23 1.515, C25 1.516, N28 1.471, H32 1.094
25 C 3.394 -1.653 1.742  C24 1.516, O26 1.422, H33 1.096, H34 1.092
26 O 2.214 -1.538 2.528  C25 1.422, C27 1.426
27 C 1.856 -0.179 2.767  O26 1.426, H35 1.093, H36 1.098, H37 1.088
28 N 4.645 -3.245 0.440  C24 1.471, H38 1.015, H39 1.014
29 H 3.227 -3.811 3.425  C23 1.096
30 H 4.936 -3.503 3.086  C23 1.089
31 H 4.061 -4.974 2.501  C23 1.092
32 H 2.649 -3.593 1.072  C24 1.094
33 H 3.197 -1.154 0.786  C25 1.096
34 H 4.251 -1.277 2.305  C25 1.092
35 H 1.808 0.445 1.871  C27 1.093
36 H 2.627 0.235 3.430  C27 1.098
37 H 0.899 -0.153 3.284  C27 1.088
38 H 4.417 -2.813 -0.450  N28 1.015
39 H 4.789 -4.229 0.246  N28 1.014
40 C -3.684 1.255 2.531  C41 1.529, H43 1.083, H44 1.095, H45 1.088
41 C -4.296 2.357 1.667  C40 1.529, O42 1.406, H46 1.090, H47 1.095
42 O -3.317 2.951 0.850  C41 1.406, H48 0.967
43 H -3.292 0.497 1.864  C40 1.083
44 H -4.451 0.821 3.181  C40 1.095
45 H -2.906 1.627 3.195  C40 1.088
46 H -4.712 3.102 2.345  C41 1.090
47 H -5.095 1.926 1.054  C41 1.095
48 H -2.733 2.318 0.410  O42 0.967
49 C 1.659 -2.726 -1.956  C50 1.505, H52 1.100, H53 1.093, H54 1.089
50 C 0.652 -3.450 -1.103  C49 1.505, O51 1.432, H55 1.098, H56 1.089
51 O 0.527 -4.806 -1.546  C50 1.432, H57 0.962
52 H 2.696 -3.072 -1.833  C49 1.100
53 H 1.741 -1.684 -1.638  C49 1.093
54 H 1.479 -2.747 -3.030  C49 1.089
55 H -0.289 -2.914 -1.291  C50 1.098
56 H 0.925 -3.434 -0.049  C50 1.089
57 H -0.034 -5.288 -0.932  O51 0.962
58 C -6.141 -0.992 -2.563  C59 1.521, H61 1.093, H62 1.087, H63 1.089
59 C -4.860 -0.544 -1.876  C58 1.521, O60 1.425, H64 1.096, H65 1.100
60 O -4.205 0.432 -2.682  C59 1.425, H66 0.964
61 H -6.804 -1.400 -1.795  C58 1.093
62 H -5.953 -1.767 -3.302  C58 1.087
63 H -6.648 -0.108 -2.947  C58 1.089
64 H -4.175 -1.372 -1.664  C59 1.096
65 H -5.138 -0.125 -0.898  C59 1.100
66 H -3.468 0.788 -2.173  O60 0.964
67 C -0.017 4.629 4.399  C68 1.512, H70 1.095, H71 1.093, H72 1.094
68 C -0.673 3.759 3.351  C67 1.512, O69 1.427, H73 1.094, H74 1.093
69 O 0.137 2.607 3.117  C68 1.427, H75 0.972
70 H 0.835 5.206 4.025  C67 1.095
71 H 0.358 4.077 5.263  C67 1.093
72 H -0.699 5.385 4.797  C67 1.094
73 H -0.868 4.402 2.487  C68 1.094
74 H -1.620 3.411 3.771  C68 1.093
75 H -0.391 2.032 2.537  O69 0.972
76 C -2.064 2.297 -4.744  C77 1.521, H79 1.093, H80 1.094, H81 1.091
77 C -1.441 2.626 -3.396  C76 1.521, O78 1.436, H82 1.090, H83 1.091
78 O -0.541 1.574 -3.014  C77 1.436, H84 0.963
79 H -2.876 2.990 -4.978  C76 1.093
80 H -2.491 1.291 -4.704  C76 1.094
81 H -1.369 2.265 -5.584  C76 1.091
82 H -2.256 2.714 -2.678  C77 1.090
83 H -0.857 3.543 -3.480  C77 1.091
84 H -0.954 1.033 -2.333  O78 0.963
85 C -0.546 -3.852 3.380  O86 1.219, N87 1.376, N88 1.386
86 O -1.229 -4.710 3.913  C85 1.219
87 N 0.382 -3.091 4.054  C85 1.376, H89 1.001, H90 1.015
88 N -0.663 -3.497 2.046  C85 1.386, H91 1.005, H92 1.012
89 H 0.402 -3.121 5.054  N87 1.001
90 H 0.901 -2.372 3.559  N87 1.015
91 H -0.207 -2.728 1.588  N88 1.005
92 H -1.610 -3.605 1.705  N88 1.012
93 C -3.886 -3.253 1.187  O94 1.229, N95 1.383, N96 1.377
94 O -4.358 -4.262 1.707  C93 1.229
95 N -4.137 -1.958 1.604  C93 1.383, H97 1.002, H98 1.009
96 N -2.956 -3.298 0.172  C93 1.377, H99 1.001, H100 1.004
97 H -4.702 -1.872 2.426  N95 1.002
98 H -3.354 -1.351 1.412  N95 1.009
99 H -2.613 -4.198 -0.100  N96 1.001
100 H -2.625 -2.416 -0.172  N96 1.004
101 C 1.536 4.151 -0.467  O102 1.233, N103 1.369, N104 1.375
102 O 2.211 4.611 -1.390  C101 1.233
103 N 0.445 3.355 -0.692  C101 1.369, H105 1.004, H106 1.008
104 N 1.793 4.407 0.860  C101 1.375, H107 1.010, H108 0.999
105 H -0.017 2.869 0.056  N103 1.004
106 H 0.290 3.002 -1.623  N103 1.008
107 H 1.250 3.922 1.560  N104 1.010
108 H 2.577 4.915 1.214  N104 0.999

Summary:
charge = -1
LUMO level = 2.43 eV
Kohn-Sham gap = 0.32524 Ha